1.
ORCA calculation (wB97M-V/def2-TZVPD) on C2H4F3NaO4S as an isolated structure in a non-equilibrium geometry.

Each line ends with the Löwdin charge.
Element x y z (Å)
Na: 2.66728 0.87550 1.58266  0.75
O: 1.34095 1.34478 -0.17102  -0.39
S: 0.82278 -0.26834 -0.55745  0.72
O: 1.71490 -0.86817 0.48715  -0.39
O: 1.17294 -0.22253 -1.99375  -0.30
C: -0.22730 -1.84148 -0.65404  -0.67
F: -0.79495 -2.09209 0.53097  0.12
F: -1.18137 -1.77868 -1.58537  0.13
F: 0.53255 -2.90048 -0.95702  0.13
H: 0.47099 1.96948 -0.53647  0.18
O: -0.84309 0.72214 -0.42952  -0.37
C: -1.33646 1.17182 0.83328  -0.16
H: -0.86040 0.64595 1.67285  0.08
H: -1.05826 2.22484 0.97046  0.07
H: -2.42057 1.01726 0.80728  0.09

Summary:
HOMO-LUMO gap = 8.3 eV
E_tot = -33730.743 eV
M = 204.1 g mol⁻¹
Charge = 0

2.
ORCA calculation (wB97M-V/def2-TZVPD) on C2H4F3O as an isolated structure in a non-equilibrium geometry.

Each line ends with the Mulliken spin population.
Element x y z (Å)
C: -0.42223 1.14266 -1.43751  0.01
F: -0.55344 2.20689 -0.63631  0.00
F: -1.63934 0.59907 -1.55994  0.00
F: -0.03323 1.56916 -2.63539  0.01
O: 0.49143 0.27453 -1.00118  0.09
H: 0.36487 -0.28766 0.07654  0.03
C: 0.43877 -1.26101 1.61971  0.78
H: 0.11735 -2.26588 1.33304  0.03
H: 1.48409 -1.21976 1.93593  0.03
H: -0.24828 -0.75800 2.30511  0.02

Summary:
HOMO-LUMO gap (spin up / spin down) = 11.7 / 9.7 eV
2S+1 = 2
Energy relative to the best compared isomer or geometry (same formula, charge and spin) = 0.0 kJ/mol
E_tot = -12336.445 eV
M = 101.0 g mol⁻¹
Charge = 0

3.
ORCA calculation (wB97M-V/def2-TZVPD) on C2H4F3O2SSm as an isolated structure in a non-equilibrium geometry.

Each line ends with the Mulliken spin population.
Element x y z (Å)
C: 2.40256 -5.09215 -1.06658  -0.03
H: 3.16211 -5.74351 -0.60443  0.00
H: 2.88080 -4.71377 -1.98951  0.00
H: 2.25119 -4.30298 -0.30450  0.00
Sm: 0.28053 -6.35027 -1.59212  6.04
H: 0.88559 -2.94537 -2.37130  0.00
S: -1.24831 -3.27684 -2.99582  0.00
O: 0.28061 -2.85306 -3.17964  0.00
O: -1.32553 -4.50881 -2.11666  -0.01
C: -1.76516 -1.92869 -1.77727  0.00
F: -1.90669 -0.80653 -2.45411  0.00
F: -2.91290 -2.28232 -1.23617  0.00
F: -0.85546 -1.77526 -0.83660  0.00

Summary:
HOMO-LUMO gap (spin up / spin down) = 7.4 / 7.4 eV
2S+1 = 7
E_tot = -43116.935 eV
M = 299.5 g mol⁻¹
Charge = +1

4.
ORCA calculation (wB97M-V/def2-TZVPD) on one molecule with the formula C2H4F4Si.

Each line ends with the Löwdin charge.
Element x y z (Å)
F: 2.38894 -0.01244 0.81916  0.09
C: 1.35996 -0.35134 0.01275  -0.35
F: 0.91814 -1.58690 0.40468  0.02
C: 0.20364 0.66551 0.12209  -0.60
F: 0.45580 1.63409 -0.81598  0.02
F: 0.26352 1.27971 1.33800  0.04
Si: -1.53269 -0.14746 -0.16349  0.78
H: 1.69013 -0.41988 -1.02197  0.16
H: -1.40044 -0.98100 -1.37134  -0.06
H: -1.79946 -0.98220 1.01830  -0.05
H: -2.54754 0.90190 -0.34219  -0.06

Summary:
HOMO-LUMO gap = 12.2 eV
Energy relative to the best compared isomer or geometry (same formula, charge and spin) = 543.5 kJ/mol
E_tot = -20885.702 eV
SMILES = FC(F)C(F)(F)[SiH3]
M = 132.1 g mol⁻¹
Charge = 0

5.
ORCA calculation (wB97M-V/def2-TZVPD) on C2H4F6LiNO6S2 as an isolated structure in a non-equilibrium geometry.

Each line ends with the Löwdin charge.
Element x y z (Å)
Li: 1.16791 1.30497 -1.06192  0.85
C: -3.00052 -0.33064 0.76154  -0.62
F: -2.55303 -1.41508 0.21955  0.16
F: -3.34042 0.48382 -0.23408  0.12
F: -4.19038 -0.49632 1.46170  0.09
S: -1.62677 0.39621 1.96848  0.71
O: -1.59723 1.84460 1.83348  -0.33
O: -1.97397 -0.08010 3.32791  -0.30
N: -0.22895 -0.22873 1.14170  -0.36
S: 0.18810 -1.40965 1.98043  0.50
O: 0.89397 -0.97279 3.15641  -0.29
O: -0.87291 -2.40255 2.26175  -0.32
C: 1.45007 -2.28322 0.74993  -0.65
F: 2.02103 -3.23196 1.49273  0.13
F: 0.89582 -2.78763 -0.35139  0.14
F: 2.36256 -1.36993 0.42808  0.10
O: 1.95267 3.89869 -2.20700  -0.05
H: 1.90555 4.17365 -3.12265  0.04
H: 2.46330 4.58438 -1.77651  0.04
O: 1.27816 0.18804 -3.63698  -0.05
H: 1.90957 -0.44830 -3.97255  0.05
H: 0.89554 0.58264 -4.42064  0.04

Summary:
HOMO-LUMO gap = 7.7 eV
Energy relative to the best compared isomer or geometry (same formula, charge and spin) = 367.2 kJ/mol
E_tot = -54092.016 eV
M = 323.1 g mol⁻¹
Charge = 0

6.
ORCA calculation (wB97M-V/def2-TZVPD) on a 2-piece molecular cluster, C2H4FIO overall in a non-equilibrium geometry.

Each line ends with the Löwdin charge.
Element x y z (Å)
C: -1.07647 0.42099 -0.57463  0.01
C: 1.04082 0.12791 0.55833  -0.52
O: 0.37390 0.42651 -0.51898  -0.15
F: 0.33692 -2.30761 0.84948  -0.62
I: 3.10247 0.10426 0.19711  0.98
H: -1.38458 1.39478 -0.83261  0.08
H: -1.60697 0.12144 0.25371  0.08
H: -1.50442 -0.10017 -1.41337  0.11
H: 0.71832 -0.18812 1.48096  0.03

Summary:
HOMO-LUMO gap = 7.6 eV
Energy relative to the best compared isomer or geometry (same formula, charge and spin) = 341.1 kJ/mol
E_tot = -15000.230 eV
M = 190.0 g mol⁻¹
Charge = 0

7.
ORCA calculation (wB97M-V/def2-TZVPD) on one molecule with the formula C2H4FIOS in a non-equilibrium geometry.

Each line ends with the Löwdin charge.
Element x y z (Å)
C: 0.43113 0.35946 -1.17824  -0.25
C: -0.50719 -0.21948 -0.05841  -0.43
O: 1.16068 0.72350 1.87254  -0.55
F: 1.35991 -0.61446 -1.49810  -0.06
S: 0.46083 -0.47311 1.46152  0.42
I: -1.48211 -0.86426 2.89653  0.45
H: 0.91191 1.32735 -1.07784  0.12
H: -0.24826 0.38282 -1.97296  0.09
H: -1.19598 0.57787 0.12433  0.06
H: -0.89091 -1.19969 -0.56938  0.14

Summary:
HOMO-LUMO gap = 8.8 eV
Energy relative to the best compared isomer or geometry (same formula, charge and spin) = 0.0 kJ/mol
E_tot = -25838.453 eV
M = 222.0 g mol⁻¹
Charge = 0

8.
ORCA calculation (wB97M-V/def2-TZVPD) on a 2-piece molecular cluster, C2H4FN2O4 overall in a non-equilibrium geometry.

Each line ends with the Löwdin charge.
Element x y z (Å)
C: -1.31784 -1.11919 -0.70739  -0.16
H: 0.62326 -0.63444 -0.07619  0.15
F: -0.50923 -1.88315 -1.64579  -0.11
C: -0.38365 -0.09661 -0.12530  -0.10
H: -1.61192 -1.81061 0.09300  0.12
H: -2.15724 -0.67836 -1.25702  0.11
N: -0.14247 1.07503 -0.99797  -0.41
O: 0.95399 1.59830 -0.93331  0.08
O: -1.04598 1.49057 -1.69680  0.03
N: 1.92722 0.70690 1.91386  -0.42
O: 2.93238 1.40715 2.03660  -0.22
O: 1.82841 -0.28820 2.67255  -0.27
H: -1.09692 0.23261 0.72378  0.17

Summary:
HOMO-LUMO gap = 6.2 eV
Energy relative to the best compared isomer or geometry (same formula, charge and spin) = 0.0 kJ/mol
E_tot = -16021.855 eV
M = 139.1 g mol⁻¹
Charge = -1

9.
ORCA calculation (wB97M-V/def2-TZVPD) on a 2-piece molecular cluster, C2H4FNO overall in a non-equilibrium geometry.

Each line ends with the Löwdin charge.
Element x y z (Å)
O: -2.83679 1.20322 -0.04027  0.07
N: -2.44992 0.10223 -0.01821  -0.10
C: -1.74073 -0.81203 -0.34601  -0.07
F: -1.58483 -2.06305 0.00236  0.10
C: 1.66059 0.35104 0.04877  -0.08
H: 0.78692 0.80472 0.40429  -0.04
H: 1.65721 -0.80751 0.29749  0.05
H: 1.96363 0.61829 -1.04681  0.05
H: 2.54393 0.60308 0.69838  0.02

Summary:
HOMO-LUMO gap = 9.4 eV
Energy relative to the best compared isomer or geometry (same formula, charge and spin) = 516.6 kJ/mol
E_tot = -8388.893 eV
SMILES = [O-][N+]#CF.C
M = 77.1 g mol⁻¹
Charge = 0

10.
ORCA calculation (wB97M-V/def2-TZVPD) on a 2-piece molecular cluster, C2H4FNO overall in a non-equilibrium geometry.

Each line ends with the Löwdin charge.
Element x y z (Å)
O: -2.50949 -1.31497 0.05918  0.03
N: -2.04755 -0.22573 0.14796  -0.08
C: -1.19507 0.55557 0.08866  -0.19
F: -1.08783 1.82403 0.21017  0.15
C: 1.30865 -0.09249 -0.05558  -0.09
H: 2.11230 -0.74119 -0.53908  0.04
H: 0.92453 0.42277 -0.97595  0.03
H: 0.63497 -0.92923 0.28876  0.03
H: 1.85948 0.50124 0.77590  0.07

Summary:
HOMO-LUMO gap (spin up / spin down) = 9.6 / 9.6 eV
Energy relative to the best compared isomer or geometry (same formula, charge and spin) = 540.8 kJ/mol
E_tot = -8388.642 eV
SMILES = [O-][N+]#CF.C
M = 77.1 g mol⁻¹
Charge = 0

11.
ORCA calculation (wB97M-V/def2-TZVPD) on a 2-piece molecular cluster, C2H4FNO3 overall in a non-equilibrium geometry.

Each line ends with the Löwdin charge.
Element x y z (Å)
C: 0.26383 -1.08469 1.21196  0.09
C: -0.35088 -0.01332 -0.89795  -0.44
N: 0.55309 1.01315 -0.60331  -0.36
O: 1.74773 0.82202 -0.81272  0.09
O: -0.01214 2.02013 -0.12354  0.03
O: -1.65080 0.18883 -0.90437  0.12
F: -0.00476 -0.95885 -1.72945  0.17
H: -0.23088 -2.01151 1.54695  0.02
H: 1.32108 -1.01506 0.90822  0.01
H: 0.08811 -0.10651 1.86240  0.06
H: -1.72438 1.14581 -0.45820  0.19

Summary:
HOMO-LUMO gap (spin up / spin down) = 8.1 / 7.9 eV
Energy relative to the best compared isomer or geometry (same formula, charge and spin) = 380.3 kJ/mol
E_tot = -12482.400 eV
M = 109.1 g mol⁻¹
Charge = 0

12.
ORCA calculation (wB97M-V/def2-TZVPD) on a 2-piece molecular cluster, C2H4FO2S overall in a non-equilibrium geometry.

Each line ends with the Löwdin charge.
Element x y z (Å)
C: -1.55764 0.41003 0.33912  -0.01
C: 0.37573 -0.80616 -0.26348  -0.28
O: 2.78468 -0.06200 -0.88545  -0.59
O: 1.22794 1.54963 0.25344  -0.60
F: 0.11704 -2.00518 0.37570  -0.15
S: 1.87670 0.20593 0.26337  0.60
H: -1.65134 0.79561 -0.59016  -0.08
H: -2.30487 -0.21635 0.85750  -0.01
H: -0.89831 1.11967 1.01497  0.02
H: 0.03007 -0.99118 -1.36501  0.10

Summary:
HOMO-LUMO gap = 7.7 eV
Energy relative to the best compared isomer or geometry (same formula, charge and spin) = 126.7 kJ/mol
E_tot = -19783.853 eV
M = 111.1 g mol⁻¹
Charge = -1

13.
ORCA calculation (wB97M-V/def2-TZVPD) on one molecule with the formula C2H4FP in a non-equilibrium geometry.

Each line ends with the Löwdin charge.
Element x y z (Å)
C: 0.65198 -0.50394 0.79634  -0.21
C: 0.13117 0.37202 -0.29770  -0.32
P: -1.52939 -0.21147 -1.16461  0.87
F: -1.97111 1.11256 -2.06040  -0.48
H: 0.94236 0.06966 1.57178  0.03
H: 0.01888 -1.19784 1.15183  0.02
H: 1.53614 -1.04336 0.36854  0.10
H: 0.21997 1.40237 -0.36577  -0.01

Summary:
HOMO-LUMO gap (spin up / spin down) = 8.2 / 8.2 eV
Energy relative to the best compared isomer or geometry (same formula, charge and spin) = 122.5 kJ/mol
E_tot = -14143.098 eV
SMILES = C/C=P/F
M = 78.0 g mol⁻¹
Charge = 0

14.
ORCA calculation (wB97M-V/def2-TZVPD) on one molecule with the formula C2H4FPS in a non-equilibrium geometry.

Each line ends with the Löwdin charge.
Element x y z (Å)
C: 0.27342 -0.30467 -0.25999  -0.25
C: -1.11940 -0.12391 -0.45419  -0.51
P: -2.35365 -1.23334 0.22623  0.59
S: -4.10431 -0.11808 -0.21137  0.45
F: -4.00537 1.42208 0.49955  -0.57
H: 0.86317 0.49981 0.21416  0.09
H: 0.95187 -0.49436 -1.11593  0.08
H: 0.36879 -1.35461 0.27847  0.10
H: -1.53270 0.88557 -0.50147  0.03

Summary:
HOMO-LUMO gap (spin up / spin down) = 7.7 / 7.7 eV
Energy relative to the best compared isomer or geometry (same formula, charge and spin) = 100.3 kJ/mol
E_tot = -24977.921 eV
SMILES = C/C=P/SF
M = 110.1 g mol⁻¹
Charge = 0

15.
ORCA calculation (wB97M-V/def2-TZVPD) on a 2-piece molecular cluster, C2H4INO overall in a non-equilibrium geometry.

Each line ends with the Löwdin charge.
Element x y z (Å)
C: 0.53165 0.66646 -0.02055  -0.98
C: -0.09118 -0.13718 0.97575  0.04
N: 0.06058 1.66188 -0.57915  0.10
O: -0.96635 -1.31419 -0.81241  -0.19
I: 2.41571 -0.09176 -0.53615  0.84
H: -1.14726 -0.02244 1.25048  0.09
H: 0.41980 -1.01918 1.43021  0.08
H: 0.35556 1.96006 -1.50643  0.07
H: -1.57849 -1.70366 -0.20173  -0.05

Summary:
HOMO-LUMO gap = 7.4 eV
Energy relative to the best compared isomer or geometry (same formula, charge and spin) = 376.4 kJ/mol
E_tot = -13772.521 eV
M = 185.0 g mol⁻¹
Charge = 0

16.
ORCA calculation (wB97M-V/def2-TZVPD) on C2H4IO3P as an isolated structure in a non-equilibrium geometry.

Each line ends with the Löwdin charge.
Element x y z (Å)
C: 1.36158 -0.02556 -0.42587  -0.17
C: 0.51901 -1.03721 0.25768  -0.66
O: 0.16671 -2.08207 -0.28134  -0.13
O: -2.66893 -0.43299 0.60166  -0.51
O: -1.49064 0.64785 -1.26739  -0.51
P: -1.42580 0.21877 0.14635  0.28
I: -1.65201 3.11069 1.23587  -0.57
H: 0.46106 0.51655 -0.94188  0.04
H: 1.86967 0.63738 0.32030  0.07
H: 2.14330 -0.38780 -1.08190  0.05
H: 0.71605 -1.16560 1.43652  0.11

Summary:
HOMO-LUMO gap = 5.6 eV
Energy relative to the best compared isomer or geometry (same formula, charge and spin) = 308.9 kJ/mol
E_tot = -25671.505 eV
M = 233.9 g mol⁻¹
Charge = -2

17.
ORCA calculation (wB97M-V/def2-TZVPD) on one molecule with the formula C2H4IOP3 in a non-equilibrium geometry.

Each line ends with the Löwdin charge.
Element x y z (Å)
C: -0.04496 -1.03915 0.74885  -0.40
C: -0.19657 0.38198 0.27470  -1.03
P: -0.36771 1.70146 1.31325  0.52
I: -0.26108 0.56553 3.53399  0.37
P: -0.62876 0.60351 -1.46806  0.42
O: 0.39847 1.74182 -2.06008  -0.41
P: 0.07957 -1.29960 -1.96432  0.51
H: 0.90801 -1.53352 0.31467  0.06
H: -0.87201 -1.62169 0.17887  0.03
H: -0.08255 -1.08887 1.84475  -0.11
H: 1.06760 1.58853 -2.71663  0.03

Summary:
HOMO-LUMO gap (spin up / spin down) = 6.6 / 6.4 eV
Energy relative to the best compared isomer or geometry (same formula, charge and spin) = 258.7 kJ/mol
E_tot = -40150.159 eV
SMILES = C/C(=P\I)P(O)#P
M = 263.9 g mol⁻¹
Charge = 0

18.
ORCA calculation (wB97M-V/def2-TZVPD) on C2H4InO3 as an isolated structure in a non-equilibrium geometry.

Each line ends with the Mulliken spin population.
Element x y z (Å)
O: -0.14446 -1.50458 0.24124  0.13
C: -1.36491 -1.14063 0.34330  0.31
C: -1.65221 0.24191 0.53330  0.33
O: -0.67372 1.02764 0.78742  0.15
H: -2.16233 -1.89259 0.39611  0.02
H: -2.68265 0.58147 0.69912  0.02
In: 0.95151 0.08932 0.29818  0.04
O: 2.33337 0.77967 -0.81677  0.00
H: 3.20248 0.38366 -0.95004  0.00
H: 2.19293 1.43413 -1.53187  0.00

Summary:
HOMO-LUMO gap (spin up / spin down) = 6.8 / 9.9 eV
2S+1 = 2
Energy relative to the best compared isomer or geometry (same formula, charge and spin) = 0.0 kJ/mol
E_tot = -13433.149 eV
M = 190.9 g mol⁻¹
Charge = +2

19.
ORCA calculation (wB97M-V/def2-TZVPD) on C2H4IrLiO as an isolated structure in a non-equilibrium geometry.

Each line ends with the Mulliken spin population.
Element x y z (Å)
O: 1.38230 -0.43997 0.00303  0.36
Li: 3.10153 -0.68745 -0.02971  -0.02
Ir: 0.30942 1.11971 -0.01445  4.20
C: 0.14697 -1.46226 0.05533  0.01
C: -1.12569 -0.68274 0.06082  0.45
H: 0.25215 -2.10958 -0.83342  0.01
H: 0.28365 -2.08448 0.95758  0.01
H: -1.70897 -0.77273 0.99011  -0.01
H: -1.75922 -0.83828 -0.82439  -0.01

Summary:
HOMO-LUMO gap (spin up / spin down) = 6.5 / 7.7 eV
2S+1 = 6
Energy relative to the best compared isomer or geometry (same formula, charge and spin) = 0.0 kJ/mol
E_tot = -7217.015 eV
M = 243.2 g mol⁻¹
Charge = +1

20.
ORCA calculation (wB97M-V/def2-TZVPD) on C2H4KO as an isolated structure in a non-equilibrium geometry.

Each line ends with the Löwdin charge.
Element x y z (Å)
H: -0.87848 -0.54945 -1.03883  0.14
O: 0.99289 0.73505 -0.00857  -0.16
C: -0.31533 0.92350 -0.14320  -0.13
C: -1.05541 -0.30376 0.10051  -0.10
H: 1.45842 1.57508 0.10968  0.11
H: -0.71825 -0.99076 0.89489  0.09
H: -2.13124 -0.09326 0.16781  0.08
K: 2.64741 -1.29638 -0.08229  0.98

Summary:
HOMO-LUMO gap = 7.9 eV
Energy relative to the best compared isomer or geometry (same formula, charge and spin) = 236.4 kJ/mol
E_tot = -20502.924 eV
M = 83.2 g mol⁻¹
Charge = +1